No. 1
Here is a structure of composition C36H28Cl2FMnN8O5S at a distorted geometry from OMol25. Energies are from ωB97M-V with the def2-TZVPD basis set.

```
82
C36H28Cl2FMnN8O5S ωB97M-V with the def2-TZVPD basis set
Mn 0.185 -0.012 -0.037
Cl -4.708 -4.728 -1.573
C -3.493 -3.483 -1.761
C -3.093 -2.775 -0.627
C -2.125 -1.789 -0.719
N -1.659 -0.988 0.328
C -2.148 -1.003 1.549
O -3.002 -1.717 2.096
C -1.514 0.089 2.431
C -1.631 -0.021 3.809
C -1.017 0.926 4.610
C -0.327 1.970 4.012
C -0.278 2.014 2.629
N -0.852 1.098 1.848
C -1.542 -1.499 -1.993
C -1.963 -2.211 -3.106
C -2.935 -3.201 -2.987
Cl -3.400 -4.075 -4.430
N -0.644 -0.443 -2.002
C -0.096 0.084 -3.077
O 0.045 -0.351 -4.229
C 0.390 1.525 -2.805
C 0.973 2.254 -3.831
C 1.270 3.589 -3.612
C 0.973 4.153 -2.380
C 0.412 3.340 -1.407
N 0.128 2.059 -1.610
H -3.538 -2.994 0.331
H -2.192 -0.854 4.208
H -1.071 0.849 5.690
H 0.173 2.732 4.595
H 0.264 2.802 2.117
H -1.528 -1.991 -4.070
H 1.163 1.755 -4.771
H 1.722 4.186 -4.395
H 1.178 5.194 -2.170
H 0.193 3.728 -0.418
C 6.160 0.223 4.767
C 4.909 -0.323 5.442
C 5.219 -1.620 6.170
C 3.973 -2.185 6.827
C 2.911 -2.402 5.785
C 1.965 -3.389 5.912
C 0.996 -3.567 4.927
F 0.085 -4.545 5.109
C 0.954 -2.790 3.808
C 1.913 -1.784 3.659
C 1.832 -0.922 2.451
O 1.003 -1.200 1.582
C 2.730 0.203 2.439
C 3.657 0.295 3.429
N 3.813 -0.552 4.466
C 2.889 -1.585 4.635
C 2.773 1.312 1.386
O 3.647 2.173 1.537
O 1.979 1.218 0.402
H 6.980 0.201 5.486
H 6.052 1.249 4.424
H 6.432 -0.398 3.912
H 4.552 0.406 6.179
H 5.999 -1.420 6.906
H 5.619 -2.341 5.450
H 3.615 -1.485 7.589
H 4.187 -3.126 7.334
H 1.962 -4.036 6.781
H 0.198 -2.925 3.044
H 4.328 1.139 3.376
C 1.048 -4.384 -4.237
C 2.171 -4.399 -3.198
C 2.397 -3.043 -2.605
N 1.735 -2.574 -1.612
N 2.082 -1.281 -1.283
C 2.995 -0.791 -2.069
N 3.413 0.499 -2.007
S 3.533 -1.905 -3.280
H 0.960 -5.356 -4.724
H 1.227 -3.622 -4.998
H 0.100 -4.144 -3.759
H 3.101 -4.759 -3.645
H 1.916 -5.071 -2.378
H 3.020 1.065 -1.256
H 4.271 0.772 -2.446
```

Its energy above the lowest of the compared OMol25 structures with the same formula, charge and spin is 1.9 kcal per mole. The electronic energy is -4772.65764 Ha. For the largest force on an atom, the calculation gives 1.1 eV Å⁻¹. The spin multiplicity is 6. As for the net charge: -1.

Löwdin population analysis, charges in e, atoms 1 to 2:
1. Mn 0.901
2. Cl 0.605


No. 2
Here is a structure of composition C36H28ClO6OsP2S2Se2 at a distorted geometry from OMol25. Energies are from ωB97M-V with the def2-TZVPD basis set.

```
78
C36H28ClO6OsP2S2Se2 ωB97M-V with the def2-TZVPD basis set
Os 0.227 0.037 0.526
Se -0.895 -1.846 -0.234
P -1.940 -1.331 -2.317
Se -2.370 0.636 -2.700
C -3.401 -2.386 -2.070
C -4.680 -1.866 -2.204
C -5.781 -2.702 -2.077
C -5.610 -4.047 -1.797
C -4.329 -4.572 -1.655
C -3.229 -3.745 -1.796
C -0.954 -2.253 -3.513
C -1.445 -2.250 -4.819
C -0.795 -2.984 -5.795
C 0.341 -3.717 -5.475
C 0.832 -3.713 -4.180
C 0.185 -2.981 -3.197
H -4.805 -0.813 -2.424
H -6.777 -2.295 -2.198
H -6.472 -4.693 -1.696
H -4.191 -5.625 -1.451
H -2.234 -4.167 -1.714
H -2.327 -1.672 -5.067
H -1.172 -2.980 -6.808
H 0.846 -4.289 -6.242
H 1.728 -4.266 -3.933
H 0.598 -2.969 -2.197
O 1.459 1.580 1.142
S 1.509 2.382 -0.158
O 1.474 3.786 0.040
O 0.371 1.744 -0.889
C 3.026 2.031 -1.016
C 3.938 3.073 -1.013
C 5.112 2.977 -1.750
C 5.361 1.855 -2.513
C 4.465 0.791 -2.497
C 3.303 0.868 -1.754
S 2.344 -0.615 -1.630
O 3.131 -1.709 -2.104
O 2.101 -0.682 -0.110
O 1.066 -0.420 -2.283
H 3.718 3.968 -0.450
H 5.823 3.791 -1.727
H 6.259 1.789 -3.110
H 4.670 -0.118 -3.045
Cl 0.727 -0.705 2.717
C -0.660 -0.337 3.751
C -0.656 -0.904 5.011
C -1.726 -0.625 5.847
C -2.763 0.195 5.414
C -2.738 0.740 4.143
C -1.665 0.489 3.286
P -1.613 1.130 1.593
C -1.336 2.905 1.693
C -0.814 3.485 2.844
C -0.591 4.853 2.884
C -0.891 5.636 1.780
C -1.398 5.056 0.625
C -1.613 3.690 0.572
C -3.339 0.915 1.066
C -3.837 -0.380 0.942
C -5.189 -0.604 0.756
C -6.062 0.472 0.675
C -5.575 1.764 0.794
C -4.222 1.990 1.003
H 0.154 -1.547 5.327
H -1.752 -1.062 6.835
H -3.599 0.399 6.067
H -3.555 1.366 3.805
H -0.585 2.879 3.712
H -0.185 5.305 3.778
H -0.722 6.703 1.816
H -1.612 5.665 -0.242
H -1.982 3.234 -0.339
H -3.179 -1.236 1.024
H -5.556 -1.617 0.672
H -7.120 0.303 0.534
H -6.251 2.607 0.739
H -3.870 3.005 1.123
```

The electronic energy is -8672.71412 Ha. For the largest force on an atom, the calculation gives 1.1 eV Å⁻¹. The spin multiplicity is 1. As for the net charge: +1.

Löwdin population analysis, charges in e, atoms 1 to 2:
1. Os 0.865
2. Se 0.627